[1]
Below is a 10-piece molecular cluster, C36H39F9I2N3O29S overall, with properties calculated with ωB97M-V/def2-TZVPD.

Net charge: +1
E_HOMO, eV: -11.8
M, g mol⁻¹: 1434.6
DFT total energy, eV: -153300.3219

XYZ file:
```
119
C36H39F9I2N3O29S ωB97M-V/def2-TZVPD
C 0.579 -3.659 -4.834
N 1.587 -3.375 -3.777
C 2.850 -3.044 -4.494
C 1.132 -2.238 -3.059
O 0.349 -1.440 -3.519
C 1.662 -1.931 -1.626
C 2.337 -0.570 -1.715
N 3.639 -0.575 -1.892
C 4.023 0.775 -1.968
I 5.989 1.406 -2.282
C 2.908 1.514 -1.797
S 2.833 3.283 -1.780
N 1.812 0.644 -1.639
C 0.410 0.948 -1.400
C -0.260 1.857 -2.466
O -0.094 3.035 -2.489
I -1.619 1.064 -3.963
H 0.524 -2.877 -5.605
H 0.916 -4.577 -5.336
H -0.398 -3.842 -4.382
H 2.677 -2.706 -5.526
H 3.448 -3.966 -4.541
H 3.443 -2.268 -3.989
H 2.394 -2.709 -1.364
H 0.850 -1.931 -0.893
H 4.250 -1.382 -1.956
H 4.107 3.607 -2.126
H -0.126 -0.010 -1.415
H 0.256 1.369 -0.396
C 8.723 -1.377 -1.256
C 9.072 -2.760 -1.745
O 8.018 -3.552 -1.209
C 6.944 -2.735 -1.112
O 5.819 -3.101 -0.959
O 7.292 -1.433 -1.217
F 10.245 -3.183 -1.233
H 9.106 -1.178 -0.254
H 9.071 -0.594 -1.927
H 9.089 -2.865 -2.831
C 4.840 -3.304 2.244
C 3.680 -3.807 3.061
O 4.309 -4.656 4.006
C 5.567 -4.152 4.190
O 6.273 -4.440 5.096
O 5.895 -3.274 3.208
F 2.829 -4.543 2.307
H 5.106 -3.985 1.434
H 4.662 -2.314 1.829
H 3.122 -3.026 3.583
C -0.767 0.743 3.313
C 0.502 0.660 4.110
O 1.278 -0.273 3.355
C 0.876 -0.144 2.072
O 1.483 -0.565 1.130
O -0.291 0.526 1.974
F 0.281 0.154 5.339
H -1.478 -0.042 3.577
H -1.258 1.709 3.406
H 1.047 1.601 4.196
C -4.361 -5.653 -4.131
C -4.118 -6.641 -5.241
O -2.727 -6.506 -5.478
C -2.171 -6.126 -4.293
O -1.011 -6.175 -4.051
O -3.118 -5.688 -3.423
F -4.790 -6.298 -6.364
H -4.537 -4.644 -4.506
H -5.188 -5.939 -3.486
H -4.345 -7.677 -4.982
C -5.773 2.543 -5.492
C -5.274 1.213 -5.993
O -6.152 0.296 -5.379
C -7.339 0.960 -5.202
O -8.368 0.434 -4.962
O -7.172 2.301 -5.348
F -4.004 0.960 -5.561
H -5.348 2.807 -4.521
H -5.585 3.354 -6.192
H -5.319 1.094 -7.077
C -3.348 3.393 -0.389
C -2.794 4.784 -0.274
O -2.394 4.846 1.093
C -2.070 3.571 1.448
O -1.442 3.284 2.418
O -2.541 2.673 0.558
F -3.749 5.716 -0.495
H -4.394 3.337 -0.098
H -3.237 2.971 -1.382
H -1.932 4.987 -0.913
C -1.999 7.054 3.344
C -2.318 8.504 3.597
O -1.652 8.762 4.817
C -0.578 7.916 4.855
O 0.340 8.031 5.590
O -0.703 6.926 3.929
F -3.651 8.693 3.774
H -2.694 6.381 3.849
H -1.977 6.808 2.288
H -1.953 9.188 2.829
C -8.622 5.140 1.439
C -7.356 5.071 2.250
O -6.580 4.123 1.530
C -6.974 4.219 0.229
O -6.361 3.773 -0.686
O -8.140 4.891 0.113
F -7.588 4.594 3.494
H -9.337 4.364 1.717
H -9.111 6.109 1.503
H -6.810 6.014 2.318
C 4.276 -4.266 8.520
C 3.489 -4.903 7.409
O 2.269 -4.181 7.430
C 2.575 -2.935 7.898
O 1.865 -1.991 7.799
O 3.802 -2.916 8.481
F 3.229 -6.208 7.674
H 4.051 -4.704 9.493
H 5.350 -4.310 8.352
H 3.947 -4.816 6.424
```

=====

[2]
Below is C36H39N3O3PdTe as an isolated structure, with properties calculated with ωB97M-V/def2-TZVPD.

2S+1: 2
Net charge: -1
E_HOMO (spin up / spin down), eV: -3.6 / -4.2
M, g mol⁻¹: 795.7
DFT total energy, eV: -59350.3541
Expectation value of S²: 0.936

XYZ file:
```
83
C36H39N3O3PdTe ωB97M-V/def2-TZVPD
Pd -0.017 -0.101 0.522
O 1.122 -0.133 2.372
C 1.040 0.795 3.246
C 2.220 1.228 3.932
C 2.177 2.129 4.965
C 0.959 2.693 5.390
C -0.188 2.326 4.727
C -0.188 1.415 3.656
C -1.461 1.199 2.987
N -1.658 0.500 1.943
C -2.982 0.477 1.320
C -2.943 -0.484 0.136
N -1.841 -0.082 -0.715
C -1.953 -0.090 -1.987
C -0.964 0.384 -2.927
C -1.197 0.132 -4.290
C -0.324 0.531 -5.274
C 0.843 1.222 -4.886
C 1.106 1.501 -3.571
C 0.214 1.112 -2.506
O 0.452 1.427 -1.308
H 3.152 0.780 3.607
H 3.099 2.411 5.465
H 0.929 3.405 6.205
H -1.142 2.749 5.033
H -2.310 1.744 3.428
H -3.233 1.475 0.950
H -3.754 0.167 2.032
H -3.901 -0.487 -0.399
H -2.755 -1.489 0.517
H -2.882 -0.478 -2.431
H -2.099 -0.413 -4.560
H -0.525 0.322 -6.317
H 1.549 1.543 -5.647
H 1.995 2.051 -3.285
C -0.720 -3.195 1.184
C 0.382 -3.134 0.140
O 0.758 -4.201 -0.363
N 0.864 -1.900 -0.100
Te 2.535 -1.752 -1.416
C 4.291 -2.821 -2.115
C 4.418 -4.212 -2.074
C 3.311 -5.157 -1.664
C 5.619 -4.786 -2.500
C 6.661 -4.023 -2.996
C 7.947 -4.658 -3.459
C 6.477 -2.649 -3.095
C 5.307 -2.028 -2.674
C 5.207 -0.530 -2.854
C 3.699 -1.069 0.229
C 4.131 -1.975 1.199
C 3.674 -3.413 1.285
C 5.005 -1.528 2.190
C 5.444 -0.217 2.246
C 6.418 0.239 3.301
C 4.924 0.683 1.325
C 4.036 0.292 0.330
C 3.412 1.370 -0.518
H -0.399 -3.914 1.938
H -1.626 -3.575 0.710
H -0.908 -2.236 1.659
H 2.379 -4.651 -1.419
H 3.607 -5.757 -0.800
H 3.105 -5.850 -2.484
H 5.726 -5.866 -2.452
H 7.931 -5.737 -3.305
H 8.803 -4.250 -2.917
H 8.115 -4.470 -4.522
H 7.267 -2.035 -3.519
H 5.802 -0.219 -3.713
H 5.586 -0.007 -1.972
H 4.184 -0.200 -3.018
H 2.863 -3.650 0.603
H 3.314 -3.611 2.297
H 4.506 -4.095 1.088
H 5.338 -2.237 2.943
H 6.922 -0.610 3.765
H 5.906 0.796 4.090
H 7.175 0.898 2.874
H 5.204 1.731 1.388
H 3.988 2.294 -0.451
H 2.401 1.577 -0.170
H 3.312 1.090 -1.563
```

=====

[3]
Below is C36H39N5O5S3Sc as an isolated structure, with properties calculated with ωB97M-V/def2-TZVPD.

2S+1: 2
Net charge: -2
E_HOMO (spin up / spin down), eV: 0.7 / -2.0
M, g mol⁻¹: 762.9
DFT total energy, eV: -108864.4129
Expectation value of S²: 0.775

XYZ file:
```
89
C36H39N5O5S3Sc ωB97M-V/def2-TZVPD
Sc -0.246 0.370 0.054
C 0.542 2.476 3.643
C -0.191 1.411 2.862
O -0.526 1.726 1.666
C -0.491 0.210 3.473
C -1.283 -0.808 2.832
C -1.792 -1.972 3.623
N -1.563 -0.678 1.575
N -2.474 -1.573 1.028
C -2.596 -1.321 -0.240
O -1.920 -0.444 -0.908
C -3.652 -2.076 -0.984
C -4.242 -3.227 -0.467
C -5.225 -3.890 -1.185
C -5.636 -3.408 -2.425
C -5.047 -2.264 -2.943
C -4.054 -1.604 -2.227
H 1.253 2.968 2.977
H 1.067 2.060 4.504
H -0.170 3.230 3.988
H -0.160 0.040 4.490
H -1.535 -1.859 4.678
H -1.337 -2.889 3.238
H -2.872 -2.064 3.510
H -3.905 -3.588 0.497
H -5.674 -4.789 -0.778
H -6.408 -3.926 -2.984
H -5.361 -1.880 -3.906
H -3.571 -0.718 -2.620
O 0.545 -1.767 0.127
N 0.107 -2.943 -0.289
C -0.495 -3.009 -1.505
C -1.012 -4.174 -1.994
C -0.895 -5.327 -1.211
C -0.232 -5.254 -0.016
C 0.328 -4.050 0.486
S 1.246 -4.005 1.926
H -0.534 -2.067 -2.028
H -1.512 -4.166 -2.952
H -1.309 -6.271 -1.548
H -0.093 -6.126 0.606
C 1.542 1.599 -6.395
C 2.554 1.979 -5.314
N 2.617 1.044 -4.206
C 3.707 0.099 -4.172
C 3.478 -1.163 -5.002
C 1.584 1.034 -3.262
S 1.539 -0.280 -2.115
N 0.708 1.984 -3.418
C -0.307 2.245 -2.534
O -0.270 1.889 -1.276
C -1.400 3.027 -2.996
C -1.449 3.582 -4.307
C -2.519 4.349 -4.716
C -3.603 4.604 -3.864
C -3.573 4.060 -2.573
C -2.507 3.298 -2.140
H 1.463 2.389 -7.148
H 0.564 1.464 -5.933
H 1.826 0.670 -6.895
H 2.294 2.965 -4.926
H 3.559 2.035 -5.748
H 3.870 -0.191 -3.134
H 4.609 0.614 -4.525
H 2.617 -1.703 -4.605
H 4.356 -1.816 -4.948
H 3.296 -0.923 -6.053
H -0.621 3.385 -4.976
H -2.522 4.763 -5.720
H -4.444 5.202 -4.197
H -4.405 4.239 -1.899
H -2.495 2.877 -1.144
C 3.651 -1.305 0.787
S 2.257 -0.818 1.799
O 1.758 0.454 1.135
C 3.215 -0.250 3.201
C 3.426 -1.156 4.232
C 4.115 -0.747 5.365
C 4.565 0.564 5.470
C 4.333 1.464 4.439
C 3.655 1.057 3.298
H 4.390 -0.504 0.805
H 3.233 -1.422 -0.216
H 4.050 -2.247 1.164
H 3.033 -2.165 4.141
H 4.287 -1.447 6.174
H 5.079 0.889 6.366
H 4.674 2.489 4.526
H 3.444 1.745 2.486
```

=====

[4]
Below is C36H39N6O3P2RuS2 as an isolated structure, with properties calculated with ωB97M-V/def2-TZVPD.

Net charge: +1
E_HOMO, eV: -9.5
M, g mol⁻¹: 830.9
DFT total energy, eV: -95876.5333

XYZ file:
```
89
C36H39N6O3P2RuS2 ωB97M-V/def2-TZVPD
Ru 0.164 -0.931 0.400
C 3.845 -0.007 -0.614
C 3.816 -1.498 -0.309
C 3.322 -2.341 -1.483
C 3.083 -1.806 1.007
C 4.041 -1.817 2.203
O 3.386 -1.016 3.195
C 2.291 -0.488 2.633
N 2.050 -0.817 1.414
C 1.543 0.408 3.538
C 2.214 0.823 4.694
C 1.611 1.678 5.596
C 0.324 2.138 5.356
C -0.343 1.735 4.215
C 0.243 0.860 3.299
P -0.743 0.467 1.815
C -0.944 2.173 1.198
C -2.132 2.889 1.214
C -2.166 4.199 0.746
C -1.015 4.801 0.273
C 0.186 4.095 0.273
C 0.218 2.791 0.729
C -2.349 -0.079 2.465
C -2.463 -0.686 3.712
C -3.665 -1.259 4.103
C -4.763 -1.224 3.258
C -4.662 -0.609 2.017
C -3.459 -0.049 1.621
H 4.514 0.205 -1.450
H 4.199 0.568 0.244
H 2.839 0.347 -0.854
H 4.849 -1.829 -0.150
H 1.295 -2.739 -1.717
H 3.359 -3.396 -1.202
H 4.016 -2.226 -2.315
H 2.575 -2.770 0.920
H 5.004 -1.355 1.981
H 4.200 -2.808 2.622
H 3.216 0.469 4.881
H 2.145 1.986 6.484
H -0.158 2.809 6.055
H -1.345 2.101 4.029
H -3.037 2.438 1.598
H -3.099 4.746 0.757
H -1.044 5.823 -0.083
H 1.097 4.579 -0.059
H 1.156 2.243 0.742
H -1.607 -0.746 4.372
H -3.735 -1.749 5.065
H -5.694 -1.683 3.560
H -5.517 -0.588 1.354
H -3.371 0.406 0.641
S -0.145 -2.621 1.874
C -1.750 -3.192 1.528
C -2.335 -4.078 2.490
N -2.805 -4.788 3.262
C -2.427 -2.802 0.422
S -1.677 -1.708 -0.716
C -3.766 -3.183 0.116
N -4.848 -3.394 -0.219
N 1.300 1.955 -2.981
C -0.041 2.100 -3.640
P -1.262 1.398 -2.433
O -2.338 2.368 -2.108
O -0.353 0.804 -1.388
C -2.193 0.085 -3.339
N -3.448 -0.086 -2.547
H 1.921 1.340 -3.517
H 1.071 1.477 -2.066
H 1.753 2.849 -2.808
H -0.026 1.573 -4.592
H -0.258 3.151 -3.807
H -1.685 -0.869 -3.403
H -2.462 0.449 -4.331
H -3.737 0.855 -2.232
H -3.198 -0.669 -1.718
H -4.196 -0.541 -3.068
N 1.970 -2.021 -1.949
C 1.803 -1.574 -3.263
C 2.744 -0.743 -3.888
C 2.548 -0.308 -5.196
C 1.412 -0.673 -5.904
C 0.483 -1.504 -5.289
C 0.670 -1.951 -3.991
H 3.647 -0.455 -3.366
H 3.306 0.304 -5.669
H 1.273 -0.352 -6.927
H -0.390 -1.836 -5.839
H -0.050 -2.620 -3.532
```

=====

[5]
Below is C36H40AlBClF13KN2O22SSi as an isolated structure, with properties calculated with ωB97M-V/def2-TZVPD.

Net charge: -1
E_HOMO, eV: -4.6
M, g mol⁻¹: 1272.2
DFT total energy, eV: -176141.2200

XYZ file:
```
119
C36H40AlBClF13KN2O22SSi ωB97M-V/def2-TZVPD
C -5.321 1.341 1.496
Si -5.287 3.214 0.903
C -6.215 3.421 -0.819
C -6.385 4.173 2.160
C -3.440 3.713 0.845
C -2.342 3.435 -0.354
S -2.515 2.524 -1.977
O -3.839 1.748 -2.169
O -2.267 3.576 -3.128
C -1.136 1.223 -2.230
F 0.034 1.752 -2.968
F -1.761 0.195 -3.146
C -0.773 0.412 -0.847
F -0.133 1.230 0.207
F 0.168 -0.716 -1.169
F -2.037 -0.266 -0.372
N -1.093 4.111 0.163
C 0.291 4.304 -0.411
C 0.322 5.858 -1.017
C 0.551 5.924 -2.640
C 1.878 5.124 -3.186
O 1.522 4.059 -4.152
C -1.232 4.732 1.536
N -2.669 4.450 1.911
C -3.021 4.967 3.280
C -2.082 4.301 4.493
O -2.557 2.941 4.799
C -1.656 1.922 4.233
C -2.152 0.368 4.520
F -2.857 -0.213 3.337
F -2.979 0.230 5.760
F -0.887 -0.443 4.670
H -4.866 1.347 2.600
H -6.466 1.085 1.626
H -4.748 0.626 0.767
H -7.162 4.108 -0.707
H -5.419 3.835 -1.590
H -6.525 2.344 -1.177
H -6.453 3.606 3.204
H -7.470 4.311 1.697
H -5.935 5.260 2.261
H 1.099 4.300 0.468
H 0.618 3.514 -1.208
H 1.119 6.537 -0.495
H -0.742 6.355 -0.811
H 0.733 7.074 -2.901
H -0.446 5.636 -3.222
H 2.439 4.613 -2.293
H 2.660 5.885 -3.671
H 0.519 3.955 -4.221
H -0.376 5.287 2.108
H -2.793 6.130 3.328
H -4.123 4.805 3.626
H -0.934 4.391 4.286
H -2.290 4.952 5.468
H -1.644 2.105 3.057
H -0.588 2.118 4.727
C 0.071 -3.031 2.551
C -0.141 -3.074 1.077
O -0.016 -4.443 0.765
C -0.420 -5.100 1.888
O -0.713 -6.284 1.921
O -0.464 -4.269 2.974
F 0.835 -2.399 0.429
H 1.131 -2.981 2.825
H -0.453 -2.196 3.023
H -1.123 -2.711 0.754
F 0.346 -6.710 0.414
Al -1.736 -1.323 -4.573
C -5.429 -5.598 -3.599
C -5.904 -6.605 -2.847
C -5.038 -6.912 -1.629
O -5.323 -7.747 -0.765
C -3.762 -6.167 -1.467
C -3.280 -5.168 -2.228
C -4.200 -4.788 -3.385
O -3.990 -3.853 -4.163
O -2.190 -4.532 -2.089
O -6.954 -7.293 -3.032
H -5.982 -5.299 -4.482
H -3.181 -6.500 -0.615
C 3.266 -8.311 6.057
C 2.831 -7.153 5.555
C 2.401 -7.040 4.133
O 1.988 -5.968 3.705
C 2.495 -8.240 3.287
C 2.934 -9.396 3.789
C 3.338 -9.516 5.216
O 3.719 -10.596 5.653
O 3.028 -10.526 2.998
O 2.764 -6.016 6.338
H 3.580 -8.408 7.089
H 2.196 -8.139 2.252
H 3.369 -11.232 3.590
H 2.417 -5.312 5.747
C 7.466 6.801 -1.808
O 7.610 5.400 -2.036
C 6.464 4.689 -1.886
O 5.372 5.144 -1.583
O 6.744 3.384 -2.130
C 5.623 2.511 -2.008
H 8.443 7.270 -1.956
H 6.762 7.238 -2.524
H 7.143 6.993 -0.780
H 4.846 2.776 -2.732
H 5.227 2.531 -0.987
H 5.962 1.494 -2.225
B 8.132 1.902 -5.078
O 7.057 0.938 -4.820
C 7.186 -0.048 -5.719
O 6.447 -1.018 -5.782
C 8.310 0.217 -6.574
O 8.696 -0.487 -7.493
O 8.891 1.370 -6.216
F 8.993 2.016 -3.911
F 7.570 3.201 -5.415
K -5.165 -2.849 -5.432
Cl -6.877 -6.177 -5.317
F 2.348 -12.244 4.607
```

=====

Question: Which of these has the highest M?
Answer: C36H39F9I2N3O29S